Computed, not measured: C53H73BCl2N3O4P2ReSSi as an isolated structure in a non-equilibrium geometry, with the ωB97M-V functional and the def2-TZVPD basis.

```
141
Properties=species:S:1:pos:R:3:forces:R:3
Re -1.079 -0.715 -0.195 0.0906 0.1806 0.7318
C -0.640 0.745 5.009 0.0181 -0.0718 -0.0160
C -1.421 0.156 3.828 -0.2855 -0.1869 -0.3635
C -1.959 1.291 2.946 0.0101 -0.0431 -0.0744
C -2.641 -0.626 4.329 0.0422 -0.0345 -0.0323
P -0.442 -0.912 2.607 0.4398 1.2343 -0.5255
C 1.081 0.192 2.299 -0.2385 -0.2713 0.1033
N 1.480 0.212 0.926 0.4280 -0.2594 -0.2678
B 0.641 0.757 -0.214 -0.8390 0.4835 0.1821
N 1.369 0.195 -1.429 0.0358 -0.5584 0.1548
C 0.946 0.111 -2.809 -0.2305 -0.0322 0.0498
P -0.755 -0.656 -3.106 0.8052 1.4898 0.5489
C -1.811 0.829 -3.698 -0.1907 -0.2190 0.1543
C -3.262 0.352 -3.510 0.0416 -0.0588 -0.0130
C -1.563 1.999 -2.743 0.0996 -0.0795 0.0108
C -1.649 1.364 -5.122 0.0282 -0.0544 0.0330
C -0.286 -1.625 -4.692 -0.4216 -0.5368 0.3012
C 0.495 -2.879 -4.291 -0.0253 -0.0343 0.1081
C -1.580 -2.113 -5.359 -0.0204 0.1043 0.0528
C 0.581 -0.843 -5.687 -0.0461 0.2482 0.1500
C 2.538 -0.429 -0.997 0.2345 0.0895 -0.1158
C 3.593 -0.953 -1.726 -0.1373 0.0880 0.0253
C 4.692 -1.489 -1.054 0.1043 -0.0915 0.0434
C 4.737 -1.503 0.329 0.0432 -0.0690 -0.0966
C 3.685 -0.973 1.076 -0.0392 0.0418 0.0051
C 2.592 -0.427 0.420 0.0326 0.0748 0.1474
C 0.199 -2.438 3.557 -0.3886 -0.1620 -0.4687
C -0.865 -3.510 3.275 0.0240 0.0258 0.0108
C 1.546 -2.899 2.991 -0.0028 0.0623 -0.0026
C 0.368 -2.259 5.063 -0.0754 0.1662 -0.0579
H -1.136 1.657 5.352 -0.0227 0.0040 -0.0260
H 0.385 1.005 4.739 -0.0060 0.0586 0.0388
H -0.607 0.056 5.852 0.0586 0.0555 -0.0144
H -2.731 1.853 3.478 0.0393 0.0151 0.0765
H -2.380 0.905 2.015 -0.0347 0.1022 0.1000
H -1.164 1.978 2.673 0.0687 0.1144 -0.0656
H -3.278 0.037 4.923 -0.0084 0.0186 -0.0230
H -2.368 -1.472 4.960 -0.0626 0.0094 -0.0310
H -3.229 -0.995 3.484 -0.0369 -0.0236 0.0363
H 1.907 -0.101 2.948 0.0309 0.0918 0.0205
H 0.765 1.198 2.583 0.0306 -0.0859 0.1201
H 1.664 -0.501 -3.346 0.0357 -0.0157 -0.0209
H 0.916 1.085 -3.301 0.1848 0.1218 -0.0341
H -3.422 0.040 -2.478 -0.0604 0.0119 -0.0366
H -3.498 -0.493 -4.163 -0.0243 0.0294 0.0075
H -3.960 1.164 -3.738 0.0231 0.0231 0.0068
H -1.599 1.683 -1.702 -0.0172 0.0850 -0.0166
H -2.340 2.753 -2.896 -0.0050 -0.0128 -0.0337
H -0.597 2.476 -2.919 0.0337 -0.0111 -0.0169
H -1.808 0.605 -5.887 0.0292 0.0959 -0.0218
H -0.671 1.827 -5.271 -0.0368 0.0163 -0.0220
H -2.403 2.142 -5.276 0.0116 0.0276 0.0442
H -0.108 -3.527 -3.663 -0.0007 -0.0775 -0.0189
H 1.401 -2.651 -3.731 0.0516 0.0246 0.0116
H 0.781 -3.431 -5.193 -0.0054 0.0720 -0.0425
H -2.206 -2.627 -4.627 -0.0329 -0.0225 -0.0482
H -1.333 -2.822 -6.154 0.0121 -0.0013 -0.0007
H -2.157 -1.301 -5.801 -0.0340 -0.0781 0.0150
H 1.628 -0.844 -5.383 -0.0076 -0.0162 -0.0158
H 0.269 0.190 -5.807 0.1114 -0.1152 -0.1029
H 0.523 -1.331 -6.664 0.0049 -0.0512 0.0067
H 3.592 -0.949 -2.809 -0.0589 0.0190 -0.0190
H 5.518 -1.894 -1.627 -0.0162 -0.0086 0.0066
H 5.598 -1.920 0.837 -0.0104 0.0100 0.0060
H 3.750 -0.969 2.157 -0.0501 0.0388 0.0059
H -0.935 -3.691 2.203 -0.0364 0.0100 0.1080
H -1.852 -3.200 3.623 0.0072 -0.0401 0.0132
H -0.606 -4.456 3.763 0.0479 0.0059 0.0134
H 1.589 -2.812 1.912 0.0940 -0.0038 -0.0674
H 1.712 -3.949 3.252 -0.0400 0.0141 0.0777
H 2.369 -2.318 3.410 -0.0023 0.0096 -0.0026
H -0.580 -2.061 5.561 0.0927 -0.0103 0.0606
H 1.066 -1.451 5.291 -0.0105 -0.0191 0.0537
H 0.776 -3.184 5.482 0.0165 -0.0270 -0.0494
C 0.286 6.356 0.170 0.0490 -0.1604 -0.0401
C -0.135 4.916 0.491 0.0669 0.1418 0.0739
C -1.361 4.560 -0.356 0.1630 -0.1268 -0.0065
C -0.522 4.904 1.974 0.0843 -0.0802 -0.0911
Si 1.219 3.614 0.080 0.3599 0.4260 0.0361
O 0.471 2.206 -0.158 -0.2881 0.0288 -0.0794
C 2.167 4.177 -1.480 -0.1716 -0.1549 -0.0504
C 2.405 3.186 -2.432 -0.1024 -0.1054 0.1525
C 2.954 3.461 -3.676 0.0383 0.0478 -0.0647
C 3.320 4.762 -3.987 0.0068 -0.0655 0.0300
C 3.188 5.752 -3.022 0.0269 0.0587 -0.0216
C 2.623 5.462 -1.787 0.0600 0.0448 0.0801
C 2.581 3.504 1.405 -0.1987 -0.0302 -0.0368
C 2.297 3.293 2.758 -0.0504 0.0459 0.0092
C 3.302 3.195 3.708 0.0019 -0.0036 0.0727
C 4.631 3.309 3.326 0.0176 -0.0043 -0.0438
C 4.941 3.491 1.987 0.0573 0.0153 0.0688
C 3.928 3.586 1.043 -0.0625 0.0390 -0.0542
H -0.493 7.049 0.508 -0.0190 -0.0148 0.0177
H 0.417 6.505 -0.902 0.0176 0.0469 0.0290
H 1.213 6.623 0.686 -0.0153 0.0790 -0.0331
H -2.179 5.264 -0.167 -0.0093 0.0274 0.0155
H -1.704 3.550 -0.131 -0.0429 0.0536 -0.0143
H -1.116 4.593 -1.422 -0.0646 0.0115 -0.0016
H -1.347 5.604 2.147 -0.0196 -0.0068 -0.0103
H 0.318 5.209 2.602 -0.0576 0.0118 0.0255
H -0.855 3.919 2.291 -0.0623 -0.0908 0.0931
H 2.165 2.173 -2.145 -0.0637 -0.1199 -0.1953
H 3.087 2.663 -4.398 0.0325 0.0099 0.0230
H 3.723 5.001 -4.964 0.0333 0.0013 0.0126
H 3.521 6.761 -3.235 -0.0067 0.0012 0.0022
H 2.561 6.253 -1.051 -0.0351 0.0020 -0.0673
H 1.266 3.209 3.081 0.0350 0.0180 0.0412
H 3.050 3.035 4.750 -0.0160 0.0136 0.0020
H 5.419 3.260 4.068 0.0022 -0.0553 -0.0054
H 5.977 3.561 1.676 -0.0065 0.0004 -0.0081
H 4.189 3.728 0.001 0.0286 -0.0062 0.0064
Cl -3.764 -2.615 0.829 -0.0403 -0.1539 0.0819
C -4.732 -1.198 0.562 0.3319 0.6234 -0.2918
C -6.087 -1.244 0.781 -0.0425 -0.0460 0.0235
C -6.870 -0.116 0.559 -0.1171 -0.0009 0.0311
C -6.268 1.052 0.114 -0.0497 -0.0119 0.0055
C -4.910 1.103 -0.110 0.0653 -0.1954 0.0553
Cl -4.206 2.585 -0.657 -0.0016 0.1599 0.0084
C -4.048 -0.013 0.089 -0.1530 -0.5788 0.2415
N -2.739 -0.002 -0.129 0.1964 -0.1497 -0.0709
H -6.539 -2.165 1.125 0.0482 -0.0164 0.0050
H -7.938 -0.148 0.730 0.0043 -0.0136 0.0033
H -6.861 1.940 -0.063 0.0334 0.0264 -0.0101
C -0.511 -8.734 1.983 0.0042 0.0731 -0.0421
C -0.305 -7.367 1.387 0.0136 -0.0007 -0.0264
C 0.971 -6.855 1.174 -0.0428 -0.0388 0.0493
C 1.151 -5.622 0.565 0.1023 0.1604 -0.0154
C 0.049 -4.888 0.163 0.1246 0.1967 0.0106
C -1.232 -5.376 0.378 -0.1047 -0.0126 -0.0725
C -1.403 -6.605 0.992 0.0261 0.0362 0.0067
S 0.264 -3.359 -0.740 -0.0434 -1.8383 -0.6168
O 1.526 -3.494 -1.414 0.0675 0.1849 0.0555
O -0.934 -3.269 -1.549 0.0738 -0.1677 0.0546
O 0.276 -2.257 0.274 -0.1897 -0.1722 -0.3928
H 0.440 -9.206 2.224 -0.0097 -0.0086 0.0322
H -1.038 -9.374 1.272 0.0051 -0.0456 0.0365
H -1.116 -8.683 2.890 0.0152 -0.0095 0.0169
H 1.837 -7.434 1.474 -0.0010 -0.0087 -0.0023
H 2.141 -5.225 0.375 -0.0001 -0.0462 0.0001
H -2.081 -4.794 0.042 -0.0051 -0.0296 -0.0104
H -2.405 -6.986 1.153 -0.0010 -0.0065 -0.0114
```
Positions in Å, forces in eV/Å.

LUMO energy (alpha / beta)   2.3 / 2.3 eV
Strongest force on any atom   1.94 eV/A
2S+1   2
Net charge   -1